(1)
Computed, not measured: C5H15NOP as an isolated structure in a non-equilibrium geometry, with ωB97M-V/def2-TZVPD.

XYZ file:
```
23
Properties=species:S:1:pos:R:3:lowdin_charge:R:1
C -0.6314 -2.3200 -0.2693 -0.12
C -1.9024 1.0763 1.0293 -0.10
C -0.2215 -1.1666 -1.1929 -0.18
C -0.5216 0.6300 0.8632 -0.24
C -0.1009 0.2203 -0.5475 -0.49
N -0.3419 1.0656 -1.5392 0.31
O 1.7625 0.3939 -0.4517 -0.44
P 2.7475 0.7025 0.6615 0.85
H -0.1760 -2.5583 0.7194 0.08
H -1.7287 -2.3409 0.0521 0.10
H -0.5273 -3.3067 -0.7756 0.08
H -2.5859 0.2718 1.1335 0.07
H -2.2313 1.7961 0.1896 0.11
H -2.0229 1.7168 1.9316 0.10
H 0.7645 -1.5078 -1.4636 0.10
H -0.9548 -1.1009 -2.0283 0.13
H 0.1733 1.3630 1.0222 0.05
H -0.3776 -0.2971 1.5223 0.15
H 0.0034 0.9766 -2.5574 0.21
H 2.6422 2.0270 1.3249 0.03
H -0.1868 2.0249 -1.3132 0.14
H 4.0398 0.4930 -0.0398 0.05
H 2.3778 -0.1595 1.7287 0.02
```

* gap between HOMO and LUMO (spin up / spin down): 5.81 / 6.30 eV
* 2S+1: 3
* highest occupied orbital energy (spin up / spin down): -9.23 / -14.69 eV
* energy above the lowest of the compared OMol25 structures with the same formula, charge and spin: 19.5 kcal/mol
* electronic energy: -18240.5728 eV
* net charge: +1


(2)
Computed, not measured: a 2-piece molecular cluster, C5H15NSi overall in a non-equilibrium geometry, with ωB97M-V/def2-TZVPD.

XYZ file:
```
22
Properties=species:S:1:pos:R:3:lowdin_charge:R:1
C -2.2623 -0.1648 -0.3655 -0.09
C -0.9256 0.4739 -2.3837 -0.10
C 1.3660 1.2405 2.2438 -0.21
C 2.1711 -1.2982 0.7110 -0.21
C -1.0703 0.6433 -0.8805 -0.59
N 0.1386 0.4201 -0.2431 0.01
Si 0.6800 -0.2164 1.2072 0.44
H -3.1803 0.1188 -0.8729 0.08
H -2.0489 -1.2172 -0.5623 0.06
H -2.3803 -0.0318 0.7052 0.06
H -1.8183 0.7434 -2.9417 0.08
H -0.7066 -0.6505 -2.4685 -0.02
H -0.0513 0.9899 -2.7719 0.08
H 2.0951 1.8051 1.6713 0.02
H 0.5705 1.9194 2.5399 0.01
H 1.8501 0.8690 3.1414 0.02
H 2.7137 -1.6339 1.5876 0.02
H 1.8304 -2.1685 0.1587 0.00
H 2.8544 -0.7405 0.0815 0.02
H -1.2904 1.7196 -0.7477 0.16
H -0.3332 -1.8201 -1.9064 0.18
H -0.2023 -1.0008 2.0968 -0.02
```

* gap between HOMO and LUMO (spin up / spin down): 8.62 / 8.16 eV
* 2S+1: 1
* highest occupied orbital energy (spin up / spin down): -9.37 / -9.14 eV
* energy above the lowest of the compared OMol25 structures with the same formula, charge and spin: 97.3 kcal/mol
* electronic energy: -14792.1223 eV


Please write out number 1 again, unchanged.
Computed, not measured: C5H15NOP as an isolated structure in a non-equilibrium geometry, with ωB97M-V/def2-TZVPD.

XYZ file:
```
23
Properties=species:S:1:pos:R:3:lowdin_charge:R:1
C -0.6314 -2.3200 -0.2693 -0.12
C -1.9024 1.0763 1.0293 -0.10
C -0.2215 -1.1666 -1.1929 -0.18
C -0.5216 0.6300 0.8632 -0.24
C -0.1009 0.2203 -0.5475 -0.49
N -0.3419 1.0656 -1.5392 0.31
O 1.7625 0.3939 -0.4517 -0.44
P 2.7475 0.7025 0.6615 0.85
H -0.1760 -2.5583 0.7194 0.08
H -1.7287 -2.3409 0.0521 0.10
H -0.5273 -3.3067 -0.7756 0.08
H -2.5859 0.2718 1.1335 0.07
H -2.2313 1.7961 0.1896 0.11
H -2.0229 1.7168 1.9316 0.10
H 0.7645 -1.5078 -1.4636 0.10
H -0.9548 -1.1009 -2.0283 0.13
H 0.1733 1.3630 1.0222 0.05
H -0.3776 -0.2971 1.5223 0.15
H 0.0034 0.9766 -2.5574 0.21
H 2.6422 2.0270 1.3249 0.03
H -0.1868 2.0249 -1.3132 0.14
H 4.0398 0.4930 -0.0398 0.05
H 2.3778 -0.1595 1.7287 0.02
```

* gap between HOMO and LUMO (spin up / spin down): 5.81 / 6.30 eV
* 2S+1: 3
* highest occupied orbital energy (spin up / spin down): -9.23 / -14.69 eV
* energy above the lowest of the compared OMol25 structures with the same formula, charge and spin: 19.5 kcal/mol
* electronic energy: -18240.5728 eV
* net charge: +1


Q: Which formula does entry 1 have?
A: C5H15NOP


Q: Which of these has the lowest 2S+1?
A: C5H15NSi


Q: Look up the electronic energy of the second one.
A: -14792.1223 eV